a:
C2H3N2O | ωB97M-V/def2-TZVPD

The geometry in XYZ format:
```
8
Properties=species:S:1:pos:R:3
C -1.1438 -0.6146 -0.1895
C 0.1007 0.0797 0.0177
N -0.8743 -1.8831 -0.2966
N 1.1414 -0.6474 0.0606
O 0.2667 -2.2415 -0.1675
H -2.2104 -0.3703 -0.3500
H 0.0475 1.2262 0.0451
H 2.0333 -0.8631 0.4956
```

Computed properties:
Frontier orbital gap, eV: 9.8
Highest occupied orbital energy, eV: -16.84
Charge: +1

b:
C2H3N2O | ωB97M-V/def2-TZVPD

The geometry in XYZ format:
```
8
Properties=species:S:1:pos:R:3
H 0.9716 -1.9082 0.7546
N 1.1036 -1.1956 0.0482
C 0.8631 -0.0475 -0.2966
C -0.4525 0.8625 0.1473
N -1.5680 0.4176 -0.0077
O -2.4456 -0.3396 -0.0972
H 1.5204 0.3788 -1.0405
H 0.0075 1.8322 0.4920
```

Computed properties:
Frontier orbital gap (spin up / spin down), eV: 7.8 / 7.8
SMILES string: [H]/N=C\C=[N+]=O
Highest occupied orbital energy (spin up / spin down), eV: -15.61 / -15.61
Charge: +1

Least stable of them? b.

a:
C6H10N2 | ωB97M-V/def2-TZVPD

The geometry in XYZ format:
```
18
Properties=species:S:1:pos:R:3
C 2.7487 -1.2212 0.0176
C 1.4076 -0.6321 0.1254
C 0.9843 0.5943 -0.0272
C -0.1745 1.2954 0.0154
C -0.0974 2.5940 -0.1738
C -1.4431 0.4672 0.4476
H 2.7584 -2.2195 -0.7458
H 2.8523 -1.7620 0.9016
H 3.6801 -0.4617 0.0113
H 0.6602 -1.4704 -0.0060
H 1.8555 1.3094 0.0417
H 0.8026 3.2623 -1.0220
H -1.1510 2.9423 -0.0093
H -2.2509 1.0568 1.4341
H -3.4668 -1.7108 -0.6811
H -1.7302 -2.7148 -0.1350
N -1.2522 -0.7340 -0.2264
N -2.2569 -1.6685 -0.0906
```

Computed properties:
Frontier orbital gap, eV: 8.4
Highest occupied orbital energy, eV: -8.22

b:
C6H10N2 | ωB97M-V/def2-TZVPD

The geometry in XYZ format:
```
18
Properties=species:S:1:pos:R:3
C 0.3245 1.6110 0.9956
C -1.0504 -0.4125 -1.0695
C -0.8786 -0.8023 0.2804
C 0.7183 0.3509 0.2620
N 0.2867 0.3781 -1.2118
C -1.2744 -1.8704 0.9596
C 1.9653 -0.2108 0.4388
N -1.9829 -0.4183 -1.9246
H 0.1713 1.3345 -1.5478
H 0.9895 -0.0792 -1.7978
H -1.8300 0.1909 -2.7262
H 1.0086 2.4336 0.7640
H -0.7000 1.9076 0.7645
H 0.3706 1.4212 2.0675
H -1.1054 -1.9489 2.0303
H -1.7474 -2.7279 0.4836
H 2.2787 -1.0549 -0.1652
H 2.4555 -0.1025 1.3965
```

Computed properties:
Frontier orbital gap (spin up / spin down), eV: 6.8 / 6.8
Highest occupied orbital energy (spin up / spin down), eV: -6.58 / -6.58

c:
C6H10N2 | ωB97M-V/def2-TZVPD

The geometry in XYZ format:
```
18
Properties=species:S:1:pos:R:3
C -0.2167 0.0154 2.1822
C 0.2853 1.1662 1.7883
N 0.0808 1.4146 0.4492
C -0.7865 0.3173 -0.1592
C -0.1286 -0.3829 -1.3465
C 1.2150 -0.9955 -1.4278
N 0.8541 0.3359 -1.9989
C -1.0997 -0.5024 1.1184
H 0.0303 -0.5740 3.0611
H 0.8226 1.8143 2.4834
H 0.9559 1.6265 -0.1203
H -1.6601 0.8804 -0.5918
H -0.8729 -0.9520 -2.0217
H 1.3761 -1.8069 -2.1432
H 1.6753 -0.9408 -0.4672
H 0.7615 0.3428 -3.0105
H -2.1345 -0.2036 1.3620
H -1.1581 -1.5553 0.8426
```

Computed properties:
Frontier orbital gap, eV: 8.5
SMILES string: C1=CN[C@@H]([C@@H]2CN2)C1
Highest occupied orbital energy, eV: -7.51

d:
C6H10N2 | ωB97M-V/def2-TZVPD

The geometry in XYZ format:
```
18
Properties=species:S:1:pos:R:3
C -0.9651 -0.0329 1.7278
C -0.8340 -1.4638 1.4311
C -1.4953 -1.8688 0.2689
N -2.2708 -1.1184 -0.6179
C -2.3069 0.1470 -0.2528
C -1.6254 0.7204 0.8218
H -0.2321 0.5788 2.4307
H -0.2322 -2.1008 1.9063
H -1.2453 -2.8253 -0.0954
H -3.0981 0.4911 -1.0753
H -1.6434 1.8198 0.7878
C 2.7270 0.5562 -1.0141
N 1.4840 1.2698 -0.8162
H 2.5085 -0.5807 -1.2089
H 3.2644 0.9663 -1.7875
H 3.4609 0.3850 -0.1815
H 1.6741 2.1766 -0.7923
H 0.8296 0.8798 -1.5324
```

Computed properties:
Frontier orbital gap, eV: 10.1
SMILES string: c1ccncc1.CN
Highest occupied orbital energy, eV: -9.18

Least stable of them? a.

a:
C4H8O2 | ωB97M-V/def2-TZVPD

The geometry in XYZ format:
```
14
Properties=species:S:1:pos:R:3
O 0.4807 -0.6096 -1.5167
C 1.3048 0.1559 -0.6515
C 0.4331 0.7302 0.4765
C -0.9814 0.8571 -0.0382
C -0.6387 -0.1980 0.9669
O -0.5718 -1.5833 0.5174
H 0.0574 -1.2657 -0.8451
H 1.7960 0.9745 -1.1993
H 2.0728 -0.5135 -0.2596
H 0.9129 1.4202 1.1757
H -0.7997 0.4063 -1.0805
H -1.6683 1.6766 0.1965
H -0.9390 -0.1853 2.0123
H -1.4590 -1.8653 0.2457
```

Computed properties:
Frontier orbital gap, eV: 10.5
SMILES string: OC[C@H]1C[C@H]1O
Highest occupied orbital energy, eV: -9.64

b:
C4H8O2 | ωB97M-V/def2-TZVPD

The geometry in XYZ format:
```
14
Properties=species:S:1:pos:R:3
C 1.5904 -0.2538 -0.9194
O 0.2205 -0.0483 -1.2046
C -0.6941 -0.5030 -0.2493
C -0.4251 -0.3722 1.2252
C -1.3504 0.5951 0.5381
O -0.8740 1.8767 0.2845
H 1.7743 -1.2612 -0.5259
H 1.9685 0.4913 -0.2030
H 2.1281 -0.1345 -1.8625
H -1.2865 -1.3538 -0.5865
H 0.5255 0.0368 1.5535
H -0.8418 -1.1376 1.8743
H -2.4175 0.5570 0.7443
H -0.4414 1.8257 -0.5839
```

Computed properties:
Frontier orbital gap, eV: 10.5
SMILES string: CO[C@H]1C[C@H]1O
Highest occupied orbital energy, eV: -9.50

Least stable of them? a.

a:
C10H18O2S2 | ωB97M-V/def2-TZVPD

The geometry in XYZ format:
```
32
Properties=species:S:1:pos:R:3
C -1.1066 0.3822 0.0889
C 1.0081 0.9992 0.2949
C -0.6674 -1.0033 -1.8576
C -2.9189 -0.9804 -0.6341
C -2.2131 0.9020 -2.0468
C 3.0035 0.7768 1.4953
C 2.1070 -1.1255 0.1853
C 0.9624 -0.3112 2.3976
C -1.7225 -0.2183 -1.1009
C 1.7377 0.1094 1.0855
O -3.2078 0.8087 1.4949
O 2.5578 2.5603 -0.9176
S -1.7404 1.1012 1.4080
S 1.1212 2.3345 -0.7021
H -0.8734 -0.7630 -2.9002
H -0.7197 -2.0909 -1.7066
H 0.3856 -0.6468 -1.5157
H -3.6829 -0.2560 -0.1544
H -3.2713 -1.4519 -1.5375
H -2.6124 -1.7596 0.1620
H -2.6610 0.2804 -2.9251
H -1.4576 1.4897 -2.3918
H -2.9650 1.4124 -1.5051
H 2.5648 1.7800 1.9640
H 3.5505 0.0860 2.2204
H 3.7867 1.0936 0.7581
H 2.8909 -1.6378 0.7744
H 1.2628 -1.7899 -0.0746
H 2.4674 -0.6093 -0.6848
H 0.3960 -1.2927 2.2704
H 0.2877 0.3627 2.9229
H 1.7300 -0.5425 3.1322
```

Computed properties:
Frontier orbital gap (spin up / spin down), eV: 8.5 / 8.5
Highest occupied orbital energy (spin up / spin down), eV: -9.15 / -9.15

b:
C10H18O2S2 | ωB97M-V/def2-TZVPD

The geometry in XYZ format:
```
32
Properties=species:S:1:pos:R:3
C -0.7464 0.5926 0.2005
C 0.7997 0.6733 -0.1036
C -0.8313 -1.0720 -1.8274
C -2.7133 -0.9599 -0.1777
C -2.2296 0.9911 -1.7383
C 0.8173 -0.9565 1.6948
C 2.3827 1.0065 1.7323
C 2.6640 -0.9487 0.2272
C -1.6281 -0.0923 -0.8283
C 1.6324 -0.0546 0.8534
O -2.6512 1.9691 1.2466
O 2.6829 2.0292 -1.3025
S -1.1857 1.8065 1.2358
S 1.2673 1.7485 -1.2822
H -1.4370 -1.2607 -2.6342
H -0.6060 -2.0070 -1.3401
H 0.0316 -0.5750 -2.1555
H -2.2545 -1.6445 0.4626
H -3.4180 -0.4054 0.4848
H -3.2274 -1.4841 -0.8458
H -3.0014 1.4365 -1.1568
H -2.5757 0.5843 -2.7233
H -1.4000 1.7873 -1.9459
H 0.0116 -1.4647 1.2001
H 1.4529 -1.5506 2.3252
H 0.0878 -0.3346 2.3600
H 2.9940 0.5726 2.4570
H 2.8921 1.5675 1.0151
H 1.5816 1.5966 2.2430
H 3.2880 -0.3093 -0.3446
H 2.2649 -1.7543 -0.4035
H 3.0551 -1.4876 1.0712
```

Computed properties:
Frontier orbital gap, eV: 8.5
Highest occupied orbital energy, eV: -9.06

Least stable of them? a.

a:
C5H12OS | ωB97M-V/def2-TZVPD

The geometry in XYZ format:
```
19
Properties=species:S:1:pos:R:3
C -1.9174 1.2986 0.6979
C -0.5118 -1.5631 0.3165
C 2.7240 -0.5737 -0.0397
C -1.3713 1.0021 -0.6614
C -0.0167 -0.4323 -0.5245
O 1.5404 1.7215 -0.5254
S 1.2972 0.5503 0.3196
H -2.3480 0.4108 1.1602
H -1.1417 1.6998 1.3463
H -2.7106 2.0412 0.6088
H -1.4259 -1.9857 -0.0943
H -0.7056 -1.2180 1.3313
H 0.2296 -2.3595 0.3736
H 2.5162 -1.5686 0.3349
H 3.5910 -0.1601 0.4706
H 2.9055 -0.5774 -1.1101
H -0.7917 1.7982 -1.1029
H -2.0915 0.5734 -1.3471
H 0.2285 -0.6577 -1.5543
```

Computed properties:
Frontier orbital gap, eV: 9.8
Highest occupied orbital energy, eV: -8.86

b:
C5H12OS | ωB97M-V/def2-TZVPD

The geometry in XYZ format:
```
19
Properties=species:S:1:pos:R:3
C -1.2344 -0.9748 -2.0060
C -0.5758 -0.0201 -2.6361
C 0.5126 0.8072 -2.0379
O 1.5065 1.0333 -3.0340
H -2.0475 -1.4859 -2.5075
H -0.9870 -1.3134 -1.0081
H -0.8636 0.2686 -3.6415
H 0.0757 1.7594 -1.7064
H 0.9394 0.3231 -1.1571
H 2.1795 1.6124 -2.6644
C 0.8319 0.4019 2.0845
C -0.1438 -0.3265 2.9882
S -1.6299 -0.8659 2.0684
H 0.3364 1.2046 1.5343
H 1.2745 -0.2700 1.3505
H 1.6178 0.8678 2.6803
H 0.3182 -1.2009 3.4411
H -0.4802 0.3247 3.7940
H -1.6301 -2.1456 2.4579
```

Computed properties:
Frontier orbital gap, eV: 10.0
SMILES string: C=CCO.CCS
Highest occupied orbital energy, eV: -9.16

Least stable of them? a.

a:
C5H9NS | ωB97M-V/def2-TZVPD

The geometry in XYZ format:
```
16
Properties=species:S:1:pos:R:3
C -2.1354 -0.8029 0.8567
S -0.7999 0.4235 1.3262
C 0.3561 0.4052 -0.1161
C 1.5220 1.3593 0.1636
C 0.9404 -1.0013 -0.3504
C -0.3484 0.9137 -1.2997
N -0.8669 1.2482 -2.2748
H -2.9403 -0.7705 1.6141
H -1.7315 -1.8295 0.7656
H -2.5548 -0.5409 -0.1119
H 2.1260 1.4062 -0.7334
H 1.1312 2.3405 0.3919
H 2.1067 0.9881 0.9972
H 0.1558 -1.6801 -0.7303
H 1.7710 -1.0057 -1.0876
H 1.2680 -1.4538 0.5888
```

Computed properties:
Frontier orbital gap, eV: 10.0
SMILES string: CSC(C)(C)C#N
Highest occupied orbital energy, eV: -9.22

b:
C5H9NS | ωB97M-V/def2-TZVPD

The geometry in XYZ format:
```
16
Properties=species:S:1:pos:R:3
C -1.1454 0.9136 -0.2098
C -0.1030 -1.3438 -0.5125
C 1.1980 -0.7075 -0.0484
C 0.8527 0.2231 1.1125
C 0.2424 1.2946 0.1487
H -1.4256 1.3515 -1.1771
H -1.7860 1.3124 0.5575
H -1.9798 -0.8180 -0.8484
H 0.0060 -1.5283 -1.5590
H -0.1832 -2.2820 0.0130
H 1.9772 -1.4658 0.0069
H 0.1378 -0.1770 1.8452
H 1.6675 0.6295 1.5797
H 0.2821 2.3616 0.3692
N -1.2867 -0.5835 -0.1482
S 1.5460 0.8196 -1.1293
```

Computed properties:
Frontier orbital gap, eV: 9.4
Highest occupied orbital energy, eV: -8.52

Least stable of them? b.

a:
C6H10O | ωB97M-V/def2-TZVPD

The geometry in XYZ format:
```
17
Properties=species:S:1:pos:R:3
O 1.5810 -0.7689 1.3187
C 1.3772 -0.4035 -0.0214
C 0.1205 -1.1061 -0.4026
C -1.1007 -0.5381 0.3084
C -1.4295 0.9231 -0.0388
C -0.1521 1.6641 -0.3139
C 1.0488 1.0712 -0.3649
H 1.1101 -1.7878 1.2341
H 2.2260 -0.7121 -0.6603
H 0.3714 -2.3108 0.3590
H 0.0044 -1.1725 -1.5034
H -0.8593 -0.5986 1.3724
H -1.9427 -1.1937 0.0829
H -2.0762 0.9877 -0.9293
H -2.0033 1.3905 0.7770
H -0.2286 2.7364 -0.5112
H 1.9004 1.6383 -0.7213
```

Computed properties:
Frontier orbital gap, eV: 10.3
Highest occupied orbital energy, eV: -9.50

b:
C6H10O | ωB97M-V/def2-TZVPD

The geometry in XYZ format:
```
17
Properties=species:S:1:pos:R:3
C -1.3903 2.0845 -0.5123
O -0.8222 0.7989 -0.7556
C 0.4689 0.8055 -1.0461
C 1.1581 -0.1695 0.7950
C 0.0381 -1.1958 1.1058
C 0.0739 -1.7021 -0.3545
C 1.0244 -0.5439 -0.7251
H -2.3630 2.1352 -1.0042
H -0.7079 2.8548 -0.8779
H -1.5218 2.1921 0.5713
H 0.9158 0.8982 0.9225
H 2.1313 -0.3153 1.2627
H 0.3034 -1.9429 1.8583
H -0.9141 -0.7375 1.3870
H 0.5418 -2.6867 -0.4520
H -0.8761 -1.7067 -0.8969
H 1.9397 -0.7688 -1.2780
```

Computed properties:
Frontier orbital gap, eV: 9.3
Highest occupied orbital energy, eV: -8.26

Least stable of them? b.

a:
C6H10O | ωB97M-V/def2-TZVPD

The geometry in XYZ format:
```
17
Properties=species:S:1:pos:R:3
C 2.0006 1.3473 0.2448
C 0.8904 0.6342 0.1064
C 0.2072 -0.4432 0.9447
C -0.9901 -0.3298 -0.0074
O -1.7362 -1.4023 -0.4609
C -1.4791 1.0814 -0.0485
C -0.2546 0.6848 -0.8552
H 2.6817 1.1858 1.0754
H 2.2468 2.1389 -0.4584
H 0.0163 -0.1806 1.9899
H 0.6937 -1.4217 0.8727
H -2.5387 -1.4594 0.0738
H -2.3735 1.2518 -0.6411
H -1.3536 1.7450 0.8076
H -0.2165 0.7871 -1.9341
H 1.4654 -2.8209 -0.7694
H 0.7402 -2.7985 -0.9404
```

Computed properties:
Frontier orbital gap, eV: 9.9
SMILES string: C=C1C[C@@]2(O)C[C@@H]12.[H][H]
Highest occupied orbital energy, eV: -9.03

b:
C6H10O | ωB97M-V/def2-TZVPD

The geometry in XYZ format:
```
17
Properties=species:S:1:pos:R:3
C -2.3153 0.5426 0.2151
C -0.8786 -0.1735 0.2958
C 0.0854 -1.4884 -0.1973
C 1.6047 -1.1500 -0.0623
C 2.0280 0.1091 -0.0232
C 0.9766 1.1545 -0.2669
O -0.2079 0.5872 -0.6962
H -2.9918 0.4808 1.0802
H -2.8955 0.3402 -0.6882
H -2.0589 1.6227 0.1482
H -0.5613 0.0922 1.3281
H -0.0768 -1.7454 -1.2618
H -0.0962 -2.3628 0.4056
H 2.3269 -1.9766 0.0140
H 3.0585 0.4228 0.1621
H 0.7588 1.7342 0.6417
H 1.2433 1.8102 -1.0950
```

Computed properties:
Frontier orbital gap, eV: 10.2
SMILES string: C[C@H]1CC=CCO1
Highest occupied orbital energy, eV: -9.07

Least stable of them? a.